# C54H150F12N2O33S4Y

A molecular structure, C54H150F12N2O33S4Y in a non-equilibrium geometry (the ωB97M-V functional and the def2-TZVPD basis, the OMol25 dataset).

```
! RIJCOSX wB97M-V def2-TZVPD def2/J DEFGRID3
* xyz 1 1
Y -2.1016 -2.0816 -1.6854
C -1.1394 1.9737 0.3362
F -0.4391 2.1065 -0.7704
F -0.5527 2.6970 1.3069
F -2.3534 2.4991 0.1853
S -1.3299 0.0797 0.9007
O -0.7446 -0.1390 2.2255
O -2.7802 -0.1302 0.8377
N -0.6892 -0.9115 -0.4274
S 0.9049 -0.5186 -0.3227
O 1.5452 -0.4416 -1.6447
O 1.2703 0.6000 0.5543
C 1.6508 -2.1223 0.4800
F 1.4252 -3.1400 -0.3204
F 2.9708 -1.9566 0.6144
F 1.1036 -2.2878 1.6612
C -6.2560 -2.6626 -1.5283
F -7.3933 -3.2605 -1.9466
F -5.6203 -2.1942 -2.5984
F -6.5436 -1.6556 -0.6748
S -5.0981 -3.9425 -0.6219
O -5.9101 -4.1618 0.5670
O -4.9922 -5.0834 -1.5189
N -3.5887 -3.0252 -0.4030
S -3.2432 -3.4741 1.1282
O -3.3505 -4.9240 1.4507
O -1.8537 -2.9943 1.2610
C -4.3194 -2.4382 2.4281
F -5.0403 -3.3020 3.1368
F -3.4417 -1.8010 3.1861
F -5.1800 -1.6108 1.8399
C 1.5364 -1.9359 -4.4132
C 0.0714 -2.2954 -4.3382
O -0.5884 -1.4240 -3.4641
H 2.0480 -2.5386 -5.1637
H 2.1240 -2.0425 -3.5013
H 1.6865 -0.8740 -4.6076
H 0.0418 -3.3391 -4.0253
H -0.3851 -2.2324 -5.3260
H -0.4896 -0.5628 -3.8765
C 3.8557 -5.7093 -3.0169
C 2.9227 -5.2188 -1.8789
O 1.7217 -4.9593 -2.5079
H 4.1728 -4.8764 -3.6444
H 3.4621 -6.4984 -3.6577
H 4.7840 -6.1021 -2.6020
H 3.2650 -4.2701 -1.4654
H 2.7663 -5.9302 -1.0680
H 1.3937 -5.7263 -2.9830
C 7.8881 -5.0735 1.1797
C 6.9886 -4.1298 0.3869
O 5.8991 -3.7754 1.1950
H 8.0599 -4.5812 2.1369
H 8.8559 -5.1837 0.6907
H 7.4289 -6.0564 1.2852
H 6.7133 -4.4456 -0.6194
H 7.5935 -3.2446 0.1905
H 6.2646 -3.3371 1.9670
C -0.5112 -5.7921 0.1121
C -1.1714 -5.4143 -1.2369
O -0.7968 -4.1100 -1.5423
H -0.6398 -5.0143 0.8647
H 0.5454 -6.0390 0.0077
H -0.9711 -6.6801 0.5459
H -2.2493 -5.5525 -1.1524
H -0.7974 -6.1249 -1.9739
H 0.1209 -4.2269 -1.7988
C 2.2464 -0.8713 4.4147
C 3.2330 -1.9537 4.1159
O 4.3905 -1.7458 4.8209
H 2.5233 -0.0130 3.8025
H 2.3414 -0.5835 5.4617
H 1.1997 -1.1068 4.2222
H 3.3936 -2.0528 3.0423
H 2.8442 -2.9128 4.4581
H 4.1822 -2.1281 5.6765
C -6.6274 7.1719 1.2739
C -6.0191 6.2980 2.2902
O -4.7294 5.8752 1.8871
H -6.4751 6.6898 0.3082
H -6.0742 8.1101 1.2310
H -7.6619 7.4732 1.4388
H -6.6119 5.3994 2.4612
H -6.0930 6.8221 3.2431
H -4.2100 6.6794 1.8164
C -2.3206 3.5838 -4.8805
C -1.5891 3.1505 -3.5413
O -1.4349 1.7013 -3.5906
H -3.3174 3.1888 -5.0766
H -1.7301 3.2693 -5.7409
H -2.4812 4.6617 -4.9001
H -2.1908 3.4017 -2.6678
H -0.5708 3.5211 -3.4240
H -0.9627 1.5826 -4.4180
C -2.9466 7.2746 -0.6630
C -2.4416 8.3615 0.2210
O -2.9271 8.1199 1.5164
H -4.0357 7.2503 -0.6240
H -2.6084 6.2630 -0.4387
H -2.5862 7.4700 -1.6730
H -2.8489 9.3121 -0.1233
H -1.3695 8.5583 0.2198
H -2.4933 8.7577 2.0880
C 4.9394 -1.2048 -2.4429
C 5.9199 -1.3453 -3.6385
O 7.1602 -1.7330 -3.0940
H 5.1753 -0.4090 -1.7363
H 4.9205 -2.1380 -1.8799
H 3.9372 -0.9234 -2.7661
H 6.0941 -0.4224 -4.1918
H 5.6523 -2.1403 -4.3345
H 7.4744 -1.0843 -2.4600
C -4.8719 0.9396 -3.2711
C -4.1901 0.5031 -1.9921
O -2.9810 -0.0568 -2.3534
H -4.2466 1.4732 -3.9869
H -5.6804 1.6467 -3.0856
H -5.2728 0.0851 -3.8162
H -4.8268 -0.2767 -1.5742
H -4.0350 1.2636 -1.2269
H -2.6108 0.5554 -2.9936
C 8.9074 -1.7573 3.2469
C 7.4867 -1.2858 3.6825
O 6.5400 -2.3253 3.5143
H 9.2063 -2.6361 3.8182
H 9.6839 -1.0074 3.3980
H 8.9207 -2.0517 2.1975
H 7.2343 -0.4145 3.0782
H 7.5192 -1.0644 4.7493
H 5.7218 -2.0654 3.9440
C -2.4679 -4.5317 -5.2046
C -3.2983 -4.0718 -4.0017
O -3.1218 -2.7182 -3.7180
H -2.9450 -5.4085 -5.6423
H -1.4327 -4.6866 -4.9006
H -2.4384 -3.7668 -5.9806
H -3.1212 -4.7342 -3.1544
H -4.3512 -4.0950 -4.2827
H -3.3631 -2.2011 -4.4900
C -2.3464 3.7239 3.5334
C -3.7704 3.5596 3.9194
O -4.2712 4.8406 4.2869
H -1.8471 4.3569 4.2670
H -2.3512 4.2344 2.5704
H -1.8679 2.7469 3.4657
H -3.9356 2.8951 4.7676
H -4.3676 3.1418 3.1089
H -4.3878 5.3536 3.4839
C 3.0072 2.6450 -3.1641
C 3.7512 2.5944 -4.5418
O 2.7236 2.5011 -5.5327
H 2.3686 1.7632 -3.1111
H 2.3137 3.4815 -3.0773
H 3.7162 2.7952 -2.3500
H 4.4585 1.7651 -4.5545
H 4.3708 3.4853 -4.6447
H 3.1608 2.6127 -6.3801
C 2.7544 3.4473 2.0392
C 2.6687 2.7647 3.4138
O 2.9911 3.7585 4.3494
H 1.8463 4.0446 1.9578
H 2.8972 2.7856 1.1849
H 3.5388 4.1969 1.9344
H 3.4377 1.9924 3.4022
H 1.7421 2.2385 3.6433
H 3.9488 3.8003 4.2983
C -8.3954 0.4078 1.1422
C -8.3106 0.7191 -0.3697
O -9.3208 1.5609 -0.6751
H -9.2420 -0.2372 1.3774
H -8.5435 1.3104 1.7350
H -7.4756 -0.0689 1.4812
H -8.4465 -0.2218 -0.9028
H -7.3932 1.2737 -0.5668
H -9.0803 2.0076 -1.4902
C 4.9217 1.0660 0.6832
C 5.9913 2.1542 0.9570
O 6.7712 2.5634 -0.1318
H 4.3302 0.9168 1.5865
H 5.4042 0.0990 0.5412
H 4.2814 1.2292 -0.1837
H 6.6636 1.7645 1.7213
H 5.4892 3.0214 1.3859
H 7.2788 3.3259 0.1555
C -5.1075 4.2191 -1.3016
C -5.1039 5.0289 -2.5526
O -5.9090 4.4535 -3.5352
H -6.0962 4.2375 -0.8430
H -4.4469 4.6653 -0.5583
H -4.9021 3.1835 -1.5727
H -4.0484 5.1178 -2.8099
H -5.4069 6.0463 -2.3052
H -5.8367 4.9925 -4.3263
C -0.9876 -2.9183 5.0179
C -1.6037 -4.3042 5.3416
O -2.3967 -4.6181 4.2298
H -1.7462 -2.1370 4.9691
H -0.4831 -2.9223 4.0517
H -0.2557 -2.6662 5.7852
H -2.1762 -4.1947 6.2626
H -0.7836 -5.0106 5.4702
H -2.8786 -5.4151 4.4624
C 0.4978 0.2220 -7.8038
C -0.0896 1.2879 -6.8441
O 0.3699 1.0628 -5.5167
H 1.5844 0.3013 -7.8375
H 0.1180 0.3221 -8.8206
H 0.2234 -0.7513 -7.3971
H -1.1785 1.3378 -6.8489
H 0.1923 2.3103 -7.0954
H 1.2658 1.4078 -5.5205
C 2.6168 -6.4605 3.1155
C 3.3260 -5.2797 2.4693
O 4.3425 -5.8007 1.5966
H 3.1889 -6.9309 3.9152
H 2.2860 -7.1735 2.3602
H 1.6712 -6.1581 3.5653
H 3.7833 -4.7104 3.2785
H 2.6079 -4.7419 1.8502
H 4.9733 -5.0947 1.4376
C 0.9049 6.7313 0.0822
C 0.4510 6.0536 -1.2180
O 1.4528 6.0753 -2.2358
H 0.0645 6.6744 0.7741
H 1.2635 7.7370 -0.1368
H 1.6971 6.1240 0.5200
H -0.4473 6.5605 -1.5704
H 0.1672 5.0184 -1.0287
H 1.0055 6.0423 -3.0846
C -0.1499 7.2540 3.5647
C 0.4681 5.9351 3.8292
O 1.8281 6.1940 4.1333
H -0.2185 7.8594 4.4685
H -1.1457 7.1422 3.1358
H 0.4323 7.8458 2.8583
H 0.4510 5.2841 2.9551
H 0.0380 5.3972 4.6741
H 2.2891 5.3654 4.2832
C 1.1730 -9.3898 -1.7896
C 1.3284 -8.9238 -0.3490
O 0.1047 -9.0210 0.2808
H 0.6932 -10.3650 -1.8737
H 2.1547 -9.4836 -2.2537
H 0.5158 -8.7241 -2.3491
H 1.7085 -7.9032 -0.3041
H 2.0648 -9.5275 0.1814
H 0.0236 -9.8647 0.7314
C 0.1300 1.8956 6.3264
C -0.6890 0.6594 6.0177
O -0.7735 -0.1538 7.1573
H 1.1090 1.6024 6.7055
H -0.3606 2.4731 7.1099
H 0.3061 2.5395 5.4648
H -0.2356 0.0905 5.2060
H -1.6958 0.9629 5.7306
H 0.0511 -0.3572 7.6046
*
```

Output
- HOMO energy (eV) = -10.8
- energy (hartree) = -7568.9268
- F_max (eV Å⁻¹) = 5.79



# C4H12NOP

2 unconnected molecules or ions with the total composition C4H12NOP in a non-equilibrium geometry (the ωB97M-V functional and the def2-TZVPD basis, the OMol25 dataset).

```
! RIJCOSX wB97M-V def2-TZVPD def2/J DEFGRID3
* xyz 0 1
C 0.7959 2.4775 0.6642
C -1.1945 -0.9645 -2.1940
C 1.0680 1.3049 1.5366
C -0.0541 0.3229 1.7207
N -0.0608 -1.7809 -1.9194
O -1.0480 -2.9234 0.1844
P 0.3415 -2.1115 -0.3579
H 1.6489 3.1146 0.6722
H 0.5877 2.2563 -0.3056
H -0.1212 3.0272 0.8875
H -1.0821 -0.5456 -3.1750
H -2.1219 -1.5781 -2.2393
H -1.2848 -0.2359 -1.4270
H 1.9166 0.6580 1.2853
H 1.4000 1.8768 2.4426
H 0.1359 -0.3418 2.5244
H -1.0090 0.5993 1.4185
H 0.7724 -1.5235 -2.4428
H -0.6904 -3.6324 0.7244
*
```

Output
- HOMO energy (spin up / spin down) (eV) = -7.7 / -6.8
- energy (hartree) = -630.8383
- F_max (eV Å⁻¹) = 3.41